Computed, not measured: a gas-phase ion, C3H6NO3 (charge +1), with ωB97M-V with the def2-TZVPD basis set.

Computed properties:
frontier orbital gap: 7.7 eV
LUMO level: -7.08 eV
energy above the lowest of the compared OMol25 structures with the same formula, charge and spin: 143.4 kcal per mole
charge: +1
max |F|: 5.9 eV/A

Each atom is followed by the atoms it is bonded to, with distances in Å.
Cartesian coordinates (Å):
1 O -1.639 -0.033 0.594  N4 1.317, C7 1.418
2 O 2.155 1.242 0.692  C6 1.173
3 O 0.358 -0.844 0.454  N4 1.299, C5 1.380
4 N -0.507 -0.033 -0.078  O1 1.317, O3 1.299
5 C 1.571 -0.999 -0.186  O3 1.380, C6 1.602, H11 1.035, H12 1.060
6 C 2.439 0.333 0.008  O2 1.173, C5 1.602, H9 1.144
7 C -2.690 0.703 -0.009  O1 1.418, H8 1.076, H10 1.071, H13 1.021
8 H -2.222 1.108 -0.889  C7 1.076
9 H 3.457 0.293 -0.514  C6 1.144
10 H -3.180 1.349 0.691  C7 1.071
11 H 1.441 -1.365 -1.146  C5 1.035
12 H 2.103 -1.633 0.476  C5 1.060
13 H -3.287 -0.121 -0.092  C7 1.021